(1)
Here is a single C3H5Cl2NS molecule in a non-equilibrium geometry from the Open Molecules 2025 dataset. Energies are from ωB97M-V/def2-TZVPD.

Properties
multiplicity	1
HOMO-LUMO gap (alpha / beta)	8.01 / 7.12	eV
DFT total energy	-1490.50534	hartree
M	158.05	g mol⁻¹
lowest unoccupied orbital energy (alpha / beta)	-0.52 / -1.17	eV
ΔE to the lowest compared entry with this formula, charge and spin	346.6	kJ/mol

Geometry as XYZ:
```
12
C3H5Cl2NS | the Open Molecules 2025 dataset | ωB97M-V/def2-TZVPD
C 0.40 -0.95 0.14
C -0.89 -0.24 0.41
C -1.20 0.80 -0.45
N 2.15 1.00 -0.47
S 2.00 -0.16 0.57
Cl -2.09 -1.77 -0.05
Cl -1.89 2.30 -0.08
H 0.35 -1.80 0.90
H 0.52 -1.21 -0.94
H -1.22 -0.15 1.54
H -1.09 0.64 -1.49
H 2.96 1.54 -0.07
```

Atom charges from the natural (NBO) analysis, given in e for atoms 1 to 6: number 1, C, carries -0.61; number 2, C, carries -0.20; number 3, C, carries -0.16; number 4, N, carries -0.87; number 5, S, carries 0.64; number 6, Cl, carries -0.20

---

(2)
Here is a single C3H5ClN2O molecule from the Open Molecules 2025 dataset. Energies are from ωB97M-V/def2-TZVPD.

Properties
multiplicity	1
HOMO-LUMO gap	9.11	eV
DFT total energy	-762.17410	hartree
M	120.54	g mol⁻¹
lowest unoccupied orbital energy	0.74	eV
ΔE to the lowest compared entry with this formula, charge and spin	270.6	kJ/mol
structure (SMILES)	O/N=C\N/C=C/Cl

Geometry as XYZ:
```
12
C3H5ClN2O | the Open Molecules 2025 dataset | ωB97M-V/def2-TZVPD
O -0.43 1.50 1.33
N -1.31 0.62 1.95
C -0.96 -0.60 1.86
N 0.13 -1.16 1.22
C 0.63 -0.88 -0.05
C 0.09 -0.07 -0.95
Cl 0.85 0.17 -2.49
H -0.83 2.34 1.50
H -1.58 -1.28 2.40
H 0.34 -2.08 1.53
H 1.52 -1.42 -0.27
H -0.77 0.56 -0.81
```

Atom charges from the natural (NBO) analysis, given in e for atoms 1 to 6: number 1, O, carries -0.57; number 2, N, carries -0.18; number 3, C, carries 0.18; number 4, N, carries -0.61; number 5, C, carries -0.03; number 6, C, carries -0.27

---

(3)
Here is a single C3H5ClN2S molecule in a non-equilibrium geometry from the Open Molecules 2025 dataset. Energies are from ωB97M-V/def2-TZVPD.

Properties
multiplicity	1
HOMO-LUMO gap	8.75	eV
DFT total energy	-1085.12651	hartree
M	136.61	g mol⁻¹
lowest unoccupied orbital energy	0.09	eV
ΔE to the lowest compared entry with this formula, charge and spin	138.1	kJ/mol
structure (SMILES)	NN(C=S)/C=C/Cl

Geometry as XYZ:
```
12
C3H5ClN2S | the Open Molecules 2025 dataset | ωB97M-V/def2-TZVPD
N -0.58 -1.77 0.20
N 0.06 -0.48 0.14
C 1.21 -0.22 0.70
S 2.16 -1.22 1.70
C -0.60 0.40 -0.71
C -0.45 1.69 -0.67
Cl -1.12 2.75 -1.83
H -1.16 -1.75 1.06
H 0.12 -2.40 0.21
H 1.54 0.88 0.49
H -1.23 -0.15 -1.44
H 0.06 2.28 0.15
```

Atom charges from the natural (NBO) analysis, given in e for atoms 1 to 6: number 1, N, carries -0.63; number 2, N, carries -0.27; number 3, C, carries -0.04; number 4, S, carries -0.20; number 5, C, carries -0.05; number 6, C, carries -0.26

---

(4)
Here is a single C3H5ClNOPS molecule in a non-equilibrium geometry from the Open Molecules 2025 dataset. Energies are from ωB97M-V/def2-TZVPD.

Properties
multiplicity	1
HOMO-LUMO gap	10.10	eV
DFT total energy	-1447.08213	hartree
M	169.57	g mol⁻¹
lowest unoccupied orbital energy	0.49	eV
ΔE to the lowest compared entry with this formula, charge and spin	0.0	kJ/mol
structure (SMILES)	CN1C(=O)CSP1Cl

Geometry as XYZ:
```
13
C3H5ClNOPS | the Open Molecules 2025 dataset | ωB97M-V/def2-TZVPD
C 1.58 -0.72 -0.65
N 0.43 -0.02 -0.25
C -0.85 -0.49 -0.29
O -1.12 -1.56 -0.78
C -1.89 0.49 0.16
S -1.11 2.10 0.53
P 0.90 1.48 0.63
Cl 1.16 0.85 2.50
H 2.05 -0.48 -1.55
H 2.27 -0.69 0.18
H 1.51 -1.81 -0.82
H -2.63 0.82 -0.63
H -2.29 0.01 0.97
```

Atom charges from the natural (NBO) analysis, given in e for atoms 1 to 6: number 1, C, carries -0.44; number 2, N, carries -0.70; number 3, C, carries 0.66; number 4, O, carries -0.59; number 5, C, carries -0.59; number 6, S, carries -0.08

---

(5)
Here is 2 unconnected molecules or ions with the total composition C3H5ClO in a non-equilibrium geometry from the Open Molecules 2025 dataset. Energies are from ωB97M-V/def2-TZVPD.

Properties
multiplicity	1
HOMO-LUMO gap	10.27	eV
DFT total energy	-652.65564	hartree
M	92.52	g mol⁻¹
lowest unoccupied orbital energy	0.53	eV
ΔE to the lowest compared entry with this formula, charge and spin	203.9	kJ/mol
structure (SMILES)	O=C1CC1.Cl

Geometry as XYZ:
```
10
C3H5ClO | the Open Molecules 2025 dataset | ωB97M-V/def2-TZVPD
O 0.06 -0.93 -0.78
C -0.07 -0.12 0.10
C -0.13 0.36 1.52
C 0.34 1.27 0.37
H 0.37 -0.26 2.28
H -1.10 0.68 1.79
H -0.38 1.99 0.08
H 1.32 1.52 0.32
Cl -0.26 -2.79 -3.28
H -0.14 -1.73 -2.40
```

Atom charges from the natural (NBO) analysis, given in e for atoms 1 to 6: number 1, O, carries -0.54; number 2, C, carries 0.63; number 3, C, carries -0.51; number 4, C, carries -0.51; number 5, H, carries 0.25; number 6, H, carries 0.24

---

(6)
Here is a single C3H5ClO molecule in a non-equilibrium geometry from the Open Molecules 2025 dataset. Energies are from ωB97M-V/def2-TZVPD.

Properties
multiplicity	1
HOMO-LUMO gap	10.90	eV
DFT total energy	-652.69697	hartree
M	92.53	g mol⁻¹
lowest unoccupied orbital energy	0.62	eV
ΔE to the lowest compared entry with this formula, charge and spin	95.4	kJ/mol
structure (SMILES)	C[C@@H](Cl)C=O

Geometry as XYZ:
```
10
C3H5ClO | the Open Molecules 2025 dataset | ωB97M-V/def2-TZVPD
C 0.95 -0.71 -0.60
C -0.14 0.49 -0.17
Cl -1.03 0.99 -1.63
C -0.97 0.22 1.06
O -0.72 0.64 2.14
H 1.82 -0.27 -0.95
H 1.08 -1.16 0.38
H 0.51 -1.20 -1.35
H 0.39 1.31 0.22
H -1.89 -0.32 0.91
```

Atom charges from the natural (NBO) analysis, given in e for atoms 1 to 6: number 1, C, carries -0.56; number 2, C, carries -0.31; number 3, Cl, carries -0.04; number 4, C, carries 0.43; number 5, O, carries -0.49; number 6, H, carries 0.22